## P
Computed, not measured: the molecule C6H13N, with ωB97M-V/def2-TZVPD.

Geometry as XYZ:
```
20
Properties=species:S:1:pos:R:3:mulliken_charge:R:1
C 0.736 0.512 -0.733 -0.59
N 0.162 -0.390 0.333 -0.09
C -0.729 -1.403 -0.230 -0.45
C 0.046 -2.466 -0.977 -1.28
C -0.456 0.476 1.347 -0.72
C 0.276 1.794 1.238 -0.59
C 0.342 1.918 -0.291 -0.69
H 1.813 0.360 -0.677 0.27
H 0.309 0.310 -1.714 0.35
H -1.461 -0.920 -0.876 0.37
H -1.271 -1.863 0.598 0.41
H 0.786 -2.908 -0.304 0.32
H 0.642 -2.093 -1.812 0.31
H -0.611 -3.218 -1.335 0.43
H -0.372 -0.040 2.292 0.34
H -1.527 0.634 1.151 0.32
H 1.261 1.875 1.677 0.30
H -0.297 2.627 1.654 0.32
H 1.017 2.663 -0.686 0.38
H -0.666 2.132 -0.656 0.29
```

Values from the calculation:
LUMO level: 1.19 eV
highest occupied orbital energy: -8.25 eV
charge: 0
SMILES: CCN1CCCC1
orbital gap: 9.4 eV

***

## Q
Computed, not measured: the molecule C6H13N, with ωB97M-V/def2-TZVPD.

Geometry as XYZ:
```
20
Properties=species:S:1:pos:R:3:mulliken_charge:R:1
C -0.986 -0.093 0.067 0.50
C 0.628 -0.248 0.502 0.69
C -1.655 0.948 0.965 -1.50
C 1.647 0.686 -0.135 -1.74
C 1.084 -1.702 0.385 -1.58
C -1.246 0.200 -1.355 -0.02
N -0.570 0.482 -2.389 -0.74
H -1.437 -1.070 0.271 0.25
H 0.627 -0.016 1.575 0.17
H 0.435 0.513 -2.248 0.30
H -2.461 0.143 -1.447 0.20
H -2.740 0.934 0.824 0.42
H -1.446 0.734 2.018 0.40
H -1.302 1.958 0.741 0.32
H 1.982 0.333 -1.116 0.37
H 1.266 1.707 -0.226 0.38
H 1.096 -2.037 -0.657 0.31
H 2.094 -1.832 0.795 0.42
H 0.427 -2.367 0.955 0.40
H 2.559 0.726 0.475 0.43
```

Values from the calculation:
LUMO level: 0.98 eV
highest occupied orbital energy: -9.51 eV
charge: 0
SMILES: [H]/N=C\[C@H](C)C(C)C
orbital gap: 10.5 eV

***

Quick one: most stable of them? P

***

## P
Computed, not measured: the molecule C6H13N, with ωB97M-V/def2-TZVPD.

Geometry as XYZ:
```
20
Properties=species:S:1:pos:R:3:mulliken_charge:R:1
C 0.567 -0.742 -0.820 -0.37
N 0.046 -0.277 0.469 -0.02
C -1.410 -0.149 0.590 -0.45
C -2.156 -1.489 0.505 -1.19
C 0.770 0.930 0.896 -0.78
C 1.761 1.160 -0.166 -0.32
C 1.266 0.507 -1.402 -0.65
H -0.359 -1.161 -1.255 0.22
H 1.445 -1.537 -0.675 0.17
H -1.592 0.318 1.639 0.37
H -1.826 0.629 -0.104 0.30
H -1.755 -2.135 1.256 0.31
H -3.209 -1.416 0.829 0.37
H -2.119 -1.849 -0.510 0.36
H 0.136 1.864 1.020 0.27
H 1.093 0.775 1.927 0.31
H 1.914 2.281 -0.312 0.28
H 2.822 0.787 0.197 0.22
H 0.553 1.203 -1.901 0.25
H 2.053 0.302 -2.182 0.33
```

Values from the calculation:
LUMO level: 1.11 eV
highest occupied orbital energy: -8.03 eV
charge: 0
SMILES: CCN1CCCC1
orbital gap: 9.1 eV

***

## Q
Computed, not measured: the molecule C6H13N, with ωB97M-V/def2-TZVPD.

Geometry as XYZ:
```
20
Properties=species:S:1:pos:R:3:mulliken_charge:R:1
C -1.585 1.664 -0.806 -0.83
N -0.573 1.059 0.051 -0.21
C -0.372 -0.394 -0.123 0.29
C 0.768 -0.830 0.792 -1.13
C 1.996 0.093 0.795 -0.13
C 2.852 0.082 -0.218 -0.75
C -1.595 -1.309 0.047 -1.19
H -2.522 1.084 -0.811 0.25
H -1.190 1.528 -1.813 0.27
H -1.798 2.708 -0.617 0.35
H -0.188 1.248 0.956 0.25
H -0.008 -0.548 -1.163 0.27
H 1.008 -1.897 0.698 0.37
H 0.342 -0.692 1.800 0.46
H 2.241 0.344 1.828 0.31
H 3.825 0.560 -0.283 0.30
H 2.456 -0.274 -1.160 0.20
H -1.688 -1.630 1.084 0.32
H -2.429 -0.711 -0.341 0.27
H -1.541 -2.085 -0.716 0.33
```

Values from the calculation:
LUMO level: 1.15 eV
highest occupied orbital energy: -8.15 eV
charge: 0
SMILES: C=CC[C@@H](C)NC
orbital gap: 9.3 eV

***

## R
Computed, not measured: the molecule C6H13N, with ωB97M-V/def2-TZVPD.

Geometry as XYZ:
```
20
Properties=species:S:1:pos:R:3:mulliken_charge:R:1
C 2.112 -0.529 1.467 -1.35
C 1.015 0.287 0.809 0.16
C 0.328 -0.677 -0.223 -0.69
C -0.807 0.004 -0.975 0.74
C -0.615 1.148 -1.658 -0.95
C -2.004 -0.852 -1.349 -1.52
N -0.044 0.872 1.640 -0.62
H 1.697 -1.154 2.283 0.35
H 2.501 -1.301 0.796 0.32
H 2.933 -0.076 2.031 0.32
H 1.516 1.151 0.377 0.33
H 0.783 -1.317 -0.994 0.45
H -0.008 -1.486 0.453 0.29
H 0.274 1.698 -1.356 0.22
H -1.173 1.397 -2.545 0.37
H -1.780 -1.494 -2.210 0.28
H -2.793 -0.157 -1.643 0.40
H -2.419 -1.512 -0.585 0.36
H -0.363 0.209 2.329 0.23
H -0.682 1.375 1.049 0.30
```

Values from the calculation:
LUMO level: 1.00 eV
highest occupied orbital energy: -8.98 eV
charge: 0
SMILES: C=C(C)C[C@H](C)N
orbital gap: 10.0 eV

***

Quick one: most stable of them? P

***

## P
Computed, not measured: a 2-piece molecular cluster, C6H13N overall, with ωB97M-V/def2-TZVPD.

Geometry as XYZ:
```
20
Properties=species:S:1:pos:R:3:mulliken_charge:R:1
C -1.619 2.396 -0.969 -1.13
C -0.820 1.133 -1.306 -0.13
C 0.119 0.716 -0.214 -0.51
N 0.342 -0.536 0.039 0.17
C -0.152 -1.784 0.153 -0.64
C 0.950 -1.376 1.059 0.18
C 2.398 -1.787 0.922 -1.29
H -0.960 3.239 -0.729 0.30
H -2.280 2.230 -0.111 0.30
H -2.238 2.694 -1.822 0.34
H -1.510 0.302 -1.503 0.24
H -0.256 1.301 -2.234 0.28
H -1.726 0.076 1.171 -0.05
H 0.697 1.444 0.349 0.37
H -0.225 -2.545 -0.611 0.21
H -1.674 -0.678 1.034 0.02
H 0.663 -1.078 2.075 0.34
H 2.556 -2.682 1.536 0.36
H 2.641 -2.045 -0.114 0.33
H 3.095 -1.019 1.275 0.30
```

Values from the calculation:
LUMO level: 1.17 eV
highest occupied orbital energy: -7.15 eV
charge: 0
orbital gap: 8.3 eV

***

## Q
Computed, not measured: the molecule C6H13N, with ωB97M-V/def2-TZVPD.

Geometry as XYZ:
```
20
Properties=species:S:1:pos:R:3:mulliken_charge:R:1
C 0.798 -1.644 1.094 -1.19
N 0.697 -0.419 0.335 -0.03
C 0.686 0.768 1.176 -0.69
C -0.440 1.689 0.693 -0.36
C -1.179 0.916 -0.410 -0.60
C -0.417 -0.420 -0.606 0.26
C 0.090 -0.520 -2.053 -1.62
H -0.062 -1.788 1.770 0.44
H 0.908 -2.512 0.436 0.32
H 1.719 -1.690 1.676 0.37
H 1.655 1.277 1.135 0.27
H 0.561 0.535 2.238 0.31
H -1.134 1.967 1.482 0.27
H -0.003 2.600 0.294 0.25
H -1.140 1.443 -1.360 0.29
H -2.230 0.776 -0.160 0.29
H -1.092 -1.273 -0.486 0.29
H 0.781 0.280 -2.313 0.34
H 0.587 -1.484 -2.224 0.36
H -0.784 -0.499 -2.720 0.42
```

Values from the calculation:
LUMO level: 1.15 eV
highest occupied orbital energy: -8.21 eV
charge: 0
SMILES: C[C@@H]1CCCN1C
orbital gap: 9.4 eV

***

Quick one: most stable of them? Q

***

## P
Computed, not measured: the molecule C6H13N, with ωB97M-V/def2-TZVPD.

Geometry as XYZ:
```
20
Properties=species:S:1:pos:R:3:mulliken_charge:R:1
C 1.237 -2.115 -0.116 -1.41
C 0.776 -0.723 0.347 0.12
N 0.658 0.248 -0.728 -0.41
C 1.208 1.575 -0.567 -0.76
C -0.523 0.036 0.087 1.14
C -1.051 1.262 1.012 -1.54
C -1.736 -0.621 -0.562 -1.61
H 2.336 -2.125 -0.209 0.32
H 0.980 -2.929 0.573 0.31
H 0.851 -2.367 -1.109 0.37
H 1.254 -0.424 1.284 0.42
H 0.884 2.186 -1.415 0.25
H 0.778 2.003 0.336 0.24
H 2.297 1.573 -0.502 0.29
H -1.716 0.832 1.755 0.40
H -0.447 1.982 1.610 0.39
H -1.643 1.941 0.374 0.41
H -1.507 -1.314 -1.381 0.39
H -2.396 0.155 -0.967 0.35
H -2.299 -1.176 0.197 0.32
```

Values from the calculation:
LUMO level: 1.07 eV
highest occupied orbital energy: -8.81 eV
charge: 0
SMILES: C[C@H]1N(C)C1(C)C
orbital gap: 9.9 eV

***

## Q
Computed, not measured: C6H13N as an isolated structure, with ωB97M-V/def2-TZVPD.

Geometry as XYZ:
```
20
Properties=species:S:1:pos:R:3:mulliken_charge:R:1
C 0.737 -1.713 -1.408 -1.17
C 1.061 -0.569 -0.472 -0.23
N -0.207 0.765 -0.788 -0.33
C 0.064 2.183 -0.502 -0.86
C -0.096 -0.141 0.383 1.56
C 0.290 0.459 1.732 -1.70
C -1.340 -1.012 0.517 -1.72
H 1.539 -1.874 -2.134 0.35
H 0.667 -2.615 -0.784 0.34
H -0.215 -1.621 -1.948 0.31
H 0.833 0.523 -1.262 0.19
H -0.705 2.552 0.182 0.34
H 1.051 2.363 -0.058 0.32
H -0.012 2.735 -1.443 0.31
H 0.440 -0.360 2.444 0.42
H 1.228 1.015 1.676 0.42
H -0.497 1.106 2.138 0.36
H -1.738 -1.293 -0.459 0.38
H -2.125 -0.463 1.051 0.39
H -1.125 -1.922 1.090 0.33
```

Values from the calculation:
LUMO level: 1.04 eV
highest occupied orbital energy: -8.18 eV
charge: 0
orbital gap: 9.2 eV

***

## R
Computed, not measured: the molecule C6H13N, with ωB97M-V/def2-TZVPD.

Geometry as XYZ:
```
20
Properties=species:S:1:pos:R:3:mulliken_charge:R:1
C -1.889 2.154 0.549 -1.25
C -0.572 1.466 0.175 -0.16
C -0.839 0.079 -0.390 -0.77
N 0.319 -0.749 -0.762 0.15
C 0.228 -1.450 -1.915 -0.94
C 1.209 -1.349 0.045 -0.31
C 2.175 -1.005 1.121 -0.96
H -2.450 1.567 1.286 0.34
H -2.539 2.291 -0.325 0.33
H -1.706 3.141 0.983 0.35
H -0.025 2.070 -0.558 0.29
H 0.063 1.379 1.064 0.23
H -1.437 0.162 -1.306 0.44
H -1.403 -0.512 0.340 0.23
H 1.138 -1.915 -2.267 0.49
H -0.733 -1.905 -2.133 0.26
H 1.160 -2.415 -0.183 0.47
H 2.552 -2.004 1.358 0.30
H 3.055 -0.391 0.893 0.25
H 1.696 -0.615 2.025 0.27
```

Values from the calculation:
LUMO level (spin up / spin down): 0.90 / 0.87 eV
highest occupied orbital energy (spin up / spin down): -6.73 / -6.88 eV
charge: 0
orbital gap (spin up / spin down): 7.6 / 7.7 eV

***

## S
Computed, not measured: the molecule C6H13N, with ωB97M-V/def2-TZVPD.

Geometry as XYZ:
```
20
Properties=species:S:1:pos:R:3:mulliken_charge:R:1
C 1.962 -1.391 -1.186 -1.11
C 1.558 -0.373 -0.083 -0.53
N 0.234 0.145 -0.303 -0.01
C -0.849 -0.744 0.087 -0.71
C -2.063 0.173 0.038 -0.60
C -1.494 1.358 0.820 -0.69
C -0.032 1.433 0.343 -0.62
H 2.465 -0.873 -1.999 0.28
H 1.086 -1.926 -1.482 0.32
H 2.701 -2.109 -0.827 0.32
H 1.640 -0.863 0.904 0.36
H 2.304 0.403 -0.120 0.44
H -0.746 -1.064 1.146 0.29
H -0.889 -1.671 -0.482 0.36
H -2.303 0.435 -0.984 0.29
H -2.894 -0.240 0.585 0.34
H -1.482 1.080 1.883 0.27
H -1.985 2.327 0.850 0.37
H 0.124 2.264 -0.356 0.28
H 0.663 1.635 1.166 0.33
```

Values from the calculation:
LUMO level: 1.22 eV
highest occupied orbital energy: -8.27 eV
charge: 0
SMILES: CCN1CCCC1
orbital gap: 9.5 eV

***

Quick one: most stable of them? S